No. 1
Computed, not measured: an isolated molecule of C23H33FN2, with ωB97M-V/def2-TZVPD.

Highest occupied orbital energy = -9.240 eV
Electronic energy = -30083.2255 eV
Maximum force = 0.026 Eh/bohr
Structure (SMILES) = CCCCCCCCCCC[C@@H](C#N)[C@](F)(C#N)Cc1cccc(C)c1
Kohn-Sham gap = 9.73 eV

Geometry as XYZ:
```
59
Properties=species:S:1:pos:R:3:forces:R:3:mulliken_charge:R:1
C 7.23100 -2.76542 -0.67568 -0.151 0.014 -0.489 -1.073
C 6.60009 -1.40486 -1.00483 -0.218 -0.110 0.739 -0.485
C 5.69986 -0.84117 0.12026 0.399 0.155 -0.427 -0.515
C 5.86079 0.67087 0.28123 -0.875 -0.170 0.473 -0.887
C 4.64323 1.30854 0.99980 0.237 -0.056 -0.812 -0.737
C 3.80488 2.13410 0.01717 0.096 0.034 0.843 -0.761
C 2.47086 2.59980 0.61705 0.049 -0.331 -0.906 -0.683
C 1.29676 1.70262 0.22491 -0.061 0.362 0.871 -0.739
C -0.05641 2.30361 0.65497 -0.198 -0.556 -0.559 -0.919
C -0.96707 2.69502 -0.52126 0.289 0.162 0.584 -0.582
C -2.44108 2.76012 -0.09914 0.035 0.563 -0.307 -1.593
C -3.44166 2.27019 -1.15278 0.411 -0.486 0.212 0.106
C -3.10596 2.82095 -2.46003 -0.450 -0.353 0.798 -0.122
N -2.91926 3.21224 -3.51113 0.382 0.542 -1.176 -0.488
C -3.53436 0.71593 -1.25274 -0.378 0.969 0.351 1.583
F -2.26968 0.19184 -1.38943 0.191 -0.118 -0.217 -0.347
C -4.32802 0.36755 -2.44536 0.790 -0.549 0.867 -0.253
N -4.84795 -0.19702 -3.28554 -0.796 -0.125 -1.087 -0.532
C -4.16486 0.14667 0.00354 -0.066 -0.572 0.070 -1.122
C -4.33262 -1.35955 0.10270 -0.105 -0.215 0.201 0.655
C -3.93020 -2.28896 -0.84990 -0.015 -0.053 -0.011 -0.592
C -4.15090 -3.64908 -0.65480 -0.152 0.087 0.370 -0.917
C -4.77276 -4.10702 0.49969 0.129 0.642 -0.209 -0.672
C -5.16821 -3.19065 1.47407 0.010 -0.124 -0.084 0.774
C -5.85560 -3.67878 2.71790 0.159 -0.137 -0.075 -1.427
C -4.94017 -1.83398 1.26793 0.007 -0.376 -0.145 -0.603
H 8.31298 -2.70704 -0.68486 0.213 -0.015 0.193 0.256
H 6.96826 -3.51647 -1.41603 -0.073 -0.123 -0.068 0.277
H 6.89629 -3.13523 0.28536 0.037 -0.089 0.245 0.368
H 7.38764 -0.68357 -1.19563 0.126 0.136 -0.174 0.335
H 5.98256 -1.47843 -1.89321 0.095 0.061 -0.317 0.338
H 4.66138 -1.05065 -0.13019 -0.196 -0.087 0.074 0.246
H 5.91161 -1.34277 1.06163 0.000 -0.044 0.175 0.332
H 5.92037 1.09104 -0.71773 0.269 0.282 -0.153 0.461
H 6.76491 0.90160 0.83556 0.322 -0.009 -0.151 0.345
H 4.01943 0.50770 1.39094 -0.072 -0.042 0.364 0.376
H 4.96591 1.95785 1.80786 -0.043 -0.025 0.281 0.387
H 4.39156 3.01060 -0.24467 0.147 0.059 -0.313 0.296
H 3.65512 1.52708 -0.87254 -0.157 0.090 -0.284 0.396
H 2.55977 2.62698 1.69981 -0.072 0.192 0.204 0.348
H 2.24566 3.60085 0.25415 0.003 0.243 0.116 0.437
H 1.41512 0.75349 0.74318 0.077 -0.283 -0.140 0.202
H 1.30596 1.49924 -0.84112 0.027 0.025 -0.211 0.403
H -0.58227 1.56521 1.25601 -0.112 -0.092 0.154 0.526
H 0.08633 3.17647 1.28412 0.112 0.130 0.226 0.434
H -0.80757 2.03742 -1.36711 -0.062 -0.245 -0.028 0.539
H -0.65341 3.68523 -0.84003 -0.027 0.134 -0.321 0.333
H -2.61779 2.25778 0.84374 0.026 -0.244 0.124 0.583
H -2.68265 3.80478 0.08382 -0.145 0.118 0.119 0.551
H -4.44251 2.61356 -0.90357 -0.175 0.066 0.027 0.656
H -5.14662 0.59278 0.14033 -0.132 0.202 -0.060 0.492
H -3.55558 0.45265 0.84816 0.135 0.163 0.075 0.357
H -3.44816 -1.98290 -1.76205 0.083 0.104 -0.089 0.447
H -3.83206 -4.35343 -1.40610 0.044 -0.059 -0.137 0.391
H -4.95996 -5.15750 0.64764 0.018 -0.203 0.015 0.387
H -6.93361 -3.57547 2.63784 -0.181 0.167 0.061 0.288
H -5.65761 -4.73582 2.86225 0.052 -0.168 0.053 0.380
H -5.50208 -3.15694 3.60229 -0.081 0.145 0.107 0.369
H -5.25838 -1.15578 2.05068 0.023 0.213 -0.039 0.394
```
Positions in Å, forces in eV/Å.

***

No. 2
Computed, not measured: a cluster of 2 separate species, C4H5BrO in total, with ωB97M-V/def2-TZVPD.

Highest occupied orbital energy (spin up / spin down) = -6.465 / -9.657 eV
Electronic energy = -76310.3023 eV
<S²> = 2.02
Maximum force = 0.060 Eh/bohr
Energy relative to the best compared isomer or geometry (same formula, charge and spin) = 80.51 kcal/mol
Kohn-Sham gap (spin up / spin down) = 7.25 / 6.93 eV
Spin multiplicity = 3

Geometry as XYZ:
```
11
Properties=species:S:1:pos:R:3:forces:R:3:mulliken_charge:R:1
C -1.10110 0.34663 -0.18089 -2.983 0.675 -0.261 -0.058
C 0.06194 0.18096 -0.12002 1.247 0.542 0.599 0.231
C -2.47628 0.80882 -0.10487 -0.349 -0.227 2.232 -1.089
C 2.08144 -0.73029 -0.29644 2.606 -0.524 0.646 -0.268
O 2.17017 -1.52664 0.76185 -0.203 -0.639 1.019 -0.369
Br 3.25794 0.65931 -0.29529 0.525 1.066 -0.433 -0.114
H -2.73954 0.79577 1.02941 0.579 1.274 -1.672 0.251
H -2.64300 1.72709 -0.70356 -0.138 -0.524 0.831 0.266
H -3.17537 0.03419 -0.31558 -0.504 -0.650 -1.283 0.328
H 1.80603 -1.21088 -1.16167 -0.650 -0.768 -2.098 0.488
H 2.75776 -1.08495 1.38706 -0.131 -0.225 0.420 0.335
```
Positions in Å, forces in eV/Å.